Entry i
# C18H21BrN2O4

C18H21BrN2O4 in the gas phase (ωB97M-V/def2-TZVPD, the OMol25 dataset).

Structure (XYZ):
```
46
C18H21BrN2O4 ωB97M-V/def2-TZVPD
H -3.92 1.76 1.54
H -5.13 3.69 0.72
H -2.86 -1.58 -2.25
H -1.30 -2.26 -1.75
C -2.02 -1.47 -1.57
H -7.15 2.78 2.29
H 0.85 0.31 -1.57
O 2.75 2.44 -0.24
H 0.56 3.55 -1.25
H 2.16 -3.87 -0.27
H -1.40 4.21 -2.15
H -5.46 0.87 1.41
C -2.03 0.91 -1.69
C 3.33 -0.29 0.56
H -3.93 0.12 -1.08
C 3.95 -1.37 1.15
C -5.43 2.34 -0.77
C 3.52 -2.65 0.85
O -6.82 2.40 3.11
H 3.66 0.71 0.79
H -5.97 3.06 -1.39
N 1.63 0.57 -0.96
C -1.95 3.31 -1.90
C 2.48 -2.86 -0.04
H 1.61 3.14 -2.62
N -5.57 2.77 0.61
H -5.93 1.37 -0.86
H 4.77 -1.22 1.84
C -3.28 3.39 -1.52
O -1.33 -0.26 -1.79
C -3.37 1.00 -1.32
C -1.32 2.08 -1.99
C 1.87 -1.78 -0.63
H -5.06 1.64 3.75
C 2.28 -0.48 -0.33
C -5.42 2.33 2.98
O -0.03 1.93 -2.44
H -2.37 -1.54 -0.53
H -3.76 4.35 -1.46
H -4.98 3.32 3.17
C 0.98 2.72 -1.83
C -4.00 2.24 -1.24
C -5.01 1.85 1.59
C 1.89 1.90 -0.91
H 1.06 -1.93 -1.33
Br 4.37 -4.15 1.66
```

SMILES: COc1cc(CNCCO)ccc1OCC(=O)Nc1ccc(Br)cc1
Lowest unoccupied orbital energy (eV): 0.5
Molecular weight (g/mol): 409.28

Electronic structure analysis, Löwdin charges in units of e: number 1, H, carries 0.12; number 2, H, carries 0.12; number 3, H, carries 0.10; number 4, H, carries 0.09; number 5, C, carries -0.07; number 6, H, carries 0.07; number 7, H, carries 0.13; number 8, O, carries 0.07; number 9, H, carries 0.13; number 10, H, carries 0.10; number 11, H, carries 0.12; number 12, H, carries 0.12; number 13, C, carries -0.18; number 14, C, carries 0.00; number 15, H, carries 0.11; number 16, C, carries -0.12; number 17, C, carries -0.18; number 18, C, carries -0.69; number 19, O, carries -0.07; number 20, H, carries 0.10; number 21, H, carries 0.12; number 22, N, carries 0.15; number 23, C, carries 0.00; number 24, C, carries -0.13; number 25, H, carries 0.14; number 26, N, carries -0.07; number 27, H, carries 0.12; number 28, H, carries 0.10; number 29, C, carries -0.04; number 30, O, carries -0.09; number 31, C, carries 0.03; number 32, C, carries -0.19; number 33, C, carries -0.02; number 34, H, carries 0.12; number 35, C, carries -0.21; number 36, C, carries -0.27; number 37, O, carries -0.05; number 38, H, carries 0.10; number 39, H, carries 0.12; number 40, H, carries 0.11; number 41, C, carries -0.08; number 42, C, carries -0.22; number 43, C, carries -0.22; number 44, C, carries -0.43; number 45, H, carries 0.10; number 46, Br, carries 0.71

Entry ii
# C18H21BrN2O4

C18H21BrN2O4 in the gas phase (ωB97M-V/def2-TZVPD, the OMol25 dataset).

Structure (XYZ):
```
46
C18H21BrN2O4 ωB97M-V/def2-TZVPD
C 0.46 -1.59 0.66
C 1.04 -0.71 1.57
H 2.76 0.47 2.06
C -3.25 -0.43 0.72
H -2.91 -0.59 -3.43
C -0.10 3.92 -0.19
C 2.31 -0.21 1.35
C -2.97 -0.21 -0.63
H 1.46 2.62 0.56
H -1.31 -0.68 -2.63
H -3.73 -3.08 -0.17
C -2.29 -1.15 -2.72
O 0.27 1.51 -0.59
H -2.54 1.27 -2.11
C -2.74 1.09 -1.06
C -3.08 1.94 1.14
H 0.49 -0.41 2.45
N -0.84 -2.02 0.91
N -1.48 4.21 0.16
C 2.43 -1.46 -0.71
H 0.52 4.70 0.26
H -0.15 2.33 1.26
Br 4.72 0.13 -0.12
H -0.67 1.38 -0.78
H -3.22 -3.63 1.44
H -3.41 4.16 -0.59
C -3.32 0.66 1.59
O -2.92 -1.29 -1.47
C -2.49 3.57 -0.67
H 0.07 3.94 -1.28
H 2.97 -1.74 -1.60
H -3.12 2.77 1.83
O -3.46 -1.65 1.32
H 0.72 -2.65 -1.18
C -3.08 -2.85 0.68
H -2.16 -2.17 -3.08
H -3.54 0.46 2.62
C -2.78 2.17 -0.19
H -2.20 3.55 -1.73
C 0.39 2.56 0.34
H -1.28 -1.58 1.71
C 2.99 -0.58 0.20
C 1.16 -1.96 -0.48
H -1.62 5.21 0.15
O -1.26 -3.58 -0.71
C -1.63 -2.87 0.20
```

SMILES: COc1cc(CNCCO)ccc1OCC(=O)Nc1ccc(Br)cc1
Lowest unoccupied orbital energy (eV): 0.7
Molecular weight (g/mol): 409.28

Electronic structure analysis, Löwdin charges in units of e: number 1, C, carries -0.21; number 2, C, carries -0.03; number 3, H, carries 0.10; number 4, C, carries -0.20; number 5, H, carries 0.10; number 6, C, carries -0.20; number 7, C, carries -0.14; number 8, C, carries -0.19; number 9, H, carries 0.11; number 10, H, carries 0.10; number 11, H, carries 0.14; number 12, C, carries -0.06; number 13, O, carries -0.07; number 14, H, carries 0.12; number 15, C, carries 0.00; number 16, C, carries -0.04; number 17, H, carries 0.12; number 18, N, carries 0.16; number 19, N, carries -0.07; number 20, C, carries -0.11; number 21, H, carries 0.12; number 22, H, carries 0.12; number 23, Br, carries 0.71; number 24, H, carries 0.04; number 25, H, carries 0.14; number 26, H, carries 0.13; number 27, C, carries 0.01; number 28, O, carries -0.10; number 29, C, carries -0.18; number 30, H, carries 0.12; number 31, H, carries 0.10; number 32, H, carries 0.12; number 33, O, carries -0.04; number 34, H, carries 0.10; number 35, C, carries -0.08; number 36, H, carries 0.10; number 37, H, carries 0.12; number 38, C, carries -0.23; number 39, H, carries 0.12; number 40, C, carries -0.25; number 41, H, carries 0.14; number 42, C, carries -0.69; number 43, C, carries 0.00; number 44, H, carries 0.11; number 45, O, carries 0.08; number 46, C, carries -0.45

Verdict on stability: entry i comes out on top.

Entry i
# C19H13N5O3Se3Te2Y

C19H13N5O3Se3Te2Y as an isolated structure (ωB97M-V/def2-TZVPD, the OMol25 dataset).

Structure (XYZ):
```
46
C19H13N5O3Se3Te2Y ωB97M-V/def2-TZVPD
C 1.74 3.80 3.32
C 1.91 -0.47 -1.38
C 3.30 -0.38 -1.01
C 3.06 1.98 -0.91
N 1.13 0.55 -1.54
C -1.49 -1.64 -0.49
C -3.02 -4.69 -2.17
H -3.64 -4.89 -3.04
C -2.68 -3.35 -1.91
N 0.94 2.84 -1.40
C 0.75 3.84 2.37
C 3.88 0.82 -0.77
C -2.58 -5.70 -1.34
C -1.46 -4.09 0.03
C -1.79 -5.40 -0.23
O -0.64 2.74 0.84
Se 1.94 4.21 -0.93
Te -2.52 4.18 -2.24
H -1.45 -6.19 0.43
C -1.88 -3.05 -0.80
Se -3.88 1.58 0.70
C 0.80 1.42 2.20
H 3.85 -1.30 -0.91
H -2.86 -6.72 -1.56
C 0.33 0.14 1.72
H 2.10 4.72 3.76
N -0.48 -0.09 0.75
C 0.26 2.66 1.75
Y -1.40 1.48 -0.87
Se -1.85 2.17 -3.61
H 0.72 -0.74 2.24
O -3.14 -2.43 -2.77
C 1.80 1.42 3.18
N 3.40 3.23 -0.67
O -1.92 -0.71 -1.27
C 2.29 2.58 3.73
H 3.07 2.55 4.48
N -0.73 -1.45 0.55
H -0.85 -3.83 0.89
H 2.20 0.46 3.50
H -2.83 -1.56 -2.45
H 1.46 -1.45 -1.52
H 4.91 0.92 -0.47
C 1.70 1.78 -1.32
H 0.31 4.78 2.06
Te -4.74 3.30 -0.93
```

Lowest unoccupied orbital energy (eV): 0.6
Total charge: -1
Molecular weight (g/mol): 940.33

Electronic structure analysis, Löwdin charges in units of e: number 1, C, carries -0.11; number 2, C, carries -0.10; number 3, C, carries -0.04; number 4, C, carries -0.39; number 5, N, carries 0.09; number 6, C, carries -0.45; number 7, C, carries -0.03; number 8, H, carries 0.11; number 9, C, carries -0.27; number 10, N, carries -0.27; number 11, C, carries -0.05; number 12, C, carries 0.00; number 13, C, carries -0.10; number 14, C, carries -0.04; number 15, C, carries -0.11; number 16, O, carries -0.27; number 17, Se, carries 1.19; number 18, Te, carries 0.06; number 19, H, carries 0.09; number 20, C, carries -0.07; number 21, Se, carries -0.28; number 22, C, carries -0.15; number 23, H, carries 0.10; number 24, H, carries 0.09; number 25, C, carries -0.09; number 26, H, carries 0.10; number 27, N, carries -0.07; number 28, C, carries -0.40; number 29, Y, carries 0.81; number 30, Se, carries -0.28; number 31, H, carries 0.12; number 32, O, carries 0.07; number 33, C, carries -0.07; number 34, N, carries -0.21; number 35, O, carries -0.24; number 36, C, carries -0.12; number 37, H, carries 0.09; number 38, N, carries 0.06; number 39, H, carries 0.10; number 40, H, carries 0.10; number 41, H, carries 0.08; number 42, H, carries 0.12; number 43, H, carries 0.12; number 44, C, carries -0.47; number 45, H, carries 0.11; number 46, Te, carries 0.05

Entry ii
# C19H13N5O3Se3Te2Y

C19H13N5O3Se3Te2Y as an isolated structure (ωB97M-V/def2-TZVPD, the OMol25 dataset).

Structure (XYZ):
```
46
C19H13N5O3Se3Te2Y ωB97M-V/def2-TZVPD
O -1.01 1.34 -1.50
N 1.18 0.87 -0.94
C -0.17 0.79 4.69
C -0.75 -2.79 2.05
Te -1.63 3.66 0.82
H -1.37 1.69 -3.81
N -2.16 -4.12 -1.57
C -0.07 0.84 3.28
O -1.15 0.97 2.56
C 0.21 1.13 -1.80
N 0.70 0.83 0.36
H 3.24 0.86 -5.34
Se -2.16 5.79 -0.09
C 1.55 0.78 1.31
Se -4.45 0.30 0.92
C -1.68 -3.82 -0.36
Se -2.47 -2.55 -2.42
C 0.93 0.66 5.50
C -1.31 -4.70 0.67
H 2.61 0.77 1.05
H 0.80 0.61 6.57
N -1.90 -1.55 -1.02
C -0.08 1.60 -5.52
H -0.56 -4.82 2.68
H -1.39 -5.77 0.52
H 3.33 0.56 3.14
O 2.93 0.66 -2.83
C -0.37 1.51 -4.17
C 1.24 0.75 2.72
Y -1.68 0.39 0.50
C -1.54 -2.42 -0.07
Te -4.11 2.59 -0.05
C 1.92 0.97 -3.67
H 2.54 0.63 -1.92
C 0.61 1.20 -3.23
C 2.35 0.63 3.58
H -1.17 0.85 5.10
N -1.08 -1.92 1.09
C 1.23 1.36 -5.94
H 1.48 1.42 -6.99
C -0.85 -4.16 1.87
H -0.85 1.84 -6.23
C 2.21 0.58 4.95
C 2.22 1.05 -5.03
H 3.08 0.48 5.59
H -0.40 -2.36 2.99
```

Lowest unoccupied orbital energy (alpha / beta) (eV): -0.8 / -0.7
Total charge: -1
Molecular weight (g/mol): 940.33

Electronic structure analysis, Löwdin charges in units of e: number 1, O, carries -0.26; number 2, N, carries 0.04; number 3, C, carries -0.02; number 4, C, carries -0.06; number 5, Te, carries 0.11; number 6, H, carries 0.12; number 7, N, carries -0.21; number 8, C, carries -0.37; number 9, O, carries -0.31; number 10, C, carries -0.46; number 11, N, carries -0.08; number 12, H, carries 0.11; number 13, Se, carries -0.45; number 14, C, carries -0.08; number 15, Se, carries -0.33; number 16, C, carries -0.39; number 17, Se, carries 1.21; number 18, C, carries -0.10; number 19, C, carries 0.02; number 20, H, carries 0.12; number 21, H, carries 0.10; number 22, N, carries -0.29; number 23, C, carries -0.10; number 24, H, carries 0.11; number 25, H, carries 0.12; number 26, H, carries 0.10; number 27, O, carries 0.04; number 28, C, carries -0.02; number 29, C, carries -0.15; number 30, Y, carries 0.93; number 31, C, carries -0.48; number 32, Te, carries 0.13; number 33, C, carries -0.28; number 34, H, carries 0.06; number 35, C, carries -0.07; number 36, C, carries -0.07; number 37, H, carries 0.11; number 38, N, carries 0.05; number 39, C, carries -0.10; number 40, H, carries 0.10; number 41, C, carries -0.04; number 42, H, carries 0.09; number 43, C, carries -0.12; number 44, C, carries -0.03; number 45, H, carries 0.09; number 46, H, carries 0.13

Verdict on stability: entry i comes out on top.

Entry i
# C4H6O

C4H6O in the gas phase (ωB97M-V/def2-TZVPD, the OMol25 dataset).

Structure (XYZ):
```
11
C4H6O ωB97M-V/def2-TZVPD
H -0.31 2.19 0.11
C 1.27 0.66 -0.08
H 2.29 1.10 0.16
O 1.37 -0.66 -0.07
C -1.02 0.02 -0.06
H -0.10 -1.91 -0.82
H -0.14 -1.51 1.13
H -1.80 0.02 0.63
C 0.00 -1.15 0.05
H -1.56 0.06 -1.08
C -0.01 1.18 0.02
```

SMILES: C1=COCC1
Lowest unoccupied orbital energy (eV): 1.1
Molecular weight (g/mol): 70.09

Electronic structure analysis, Löwdin charges in units of e: number 1, H, carries 0.07; number 2, C, carries -0.18; number 3, H, carries 0.14; number 4, O, carries -0.11; number 5, C, carries -0.17; number 6, H, carries 0.15; number 7, H, carries 0.14; number 8, H, carries 0.07; number 9, C, carries -0.16; number 10, H, carries 0.12; number 11, C, carries -0.07

Entry ii
# C4H6O

C4H6O as an isolated structure (ωB97M-V/def2-TZVPD, the OMol25 dataset).

Structure (XYZ):
```
11
C4H6O ωB97M-V/def2-TZVPD
C 0.81 0.56 0.50
O 1.83 0.56 -0.35
H -3.02 0.16 0.16
C -1.88 -0.12 0.37
C 1.66 -0.62 0.36
H 2.28 -0.87 1.18
H -1.62 -1.10 0.73
C -1.08 0.88 -0.04
H 1.30 -1.49 -0.25
H 0.88 1.11 1.46
H -1.45 1.74 -0.44
```

Lowest unoccupied orbital energy (eV): 1.2
Molecular weight (g/mol): 70.09

Electronic structure analysis, Löwdin charges in units of e: number 1, C, carries -0.23; number 2, O, carries -0.02; number 3, H, carries 0.09; number 4, C, carries -0.07; number 5, C, carries -0.15; number 6, H, carries 0.09; number 7, H, carries 0.04; number 8, C, carries -0.01; number 9, H, carries 0.13; number 10, H, carries 0.11; number 11, H, carries 0.01

Entry iii
# C4H6O

C4H6O as an isolated structure (ωB97M-V/def2-TZVPD, the OMol25 dataset).

Structure (XYZ):
```
11
C4H6O ωB97M-V/def2-TZVPD
C -0.38 0.82 -0.50
H 2.53 0.47 0.77
C 1.70 -0.22 0.86
C -1.33 -0.39 -0.46
H -0.75 1.70 0.03
H 1.76 -1.16 1.38
C 0.49 -0.07 0.34
O -0.46 -1.06 0.48
H -1.38 -0.95 -1.39
H 0.02 1.10 -1.48
H -2.31 -0.24 -0.03
```

Lowest unoccupied orbital energy (eV): 1.1
Molecular weight (g/mol): 70.09

Electronic structure analysis, Löwdin charges in units of e: number 1, C, carries -0.06; number 2, H, carries 0.06; number 3, C, carries 0.06; number 4, C, carries -0.15; number 5, H, carries 0.11; number 6, H, carries 0.06; number 7, C, carries -0.39; number 8, O, carries -0.04; number 9, H, carries 0.12; number 10, H, carries 0.11; number 11, H, carries 0.11

Entry iv
# C4H6O

C4H6O in the gas phase (ωB97M-V/def2-TZVPD, the OMol25 dataset).

Structure (XYZ):
```
11
C4H6O ωB97M-V/def2-TZVPD
H -2.10 0.93 0.84
H 1.33 -1.22 1.36
C 1.03 -0.20 -0.75
C -0.22 -0.16 0.09
O -1.46 -0.79 0.02
H 1.44 0.73 -1.29
H 1.38 0.56 1.17
H 1.16 -1.17 -1.22
C 0.98 -0.37 0.75
H -1.94 1.06 -1.00
C -1.59 0.62 0.05
```

SMILES: C1CC12CO2
Lowest unoccupied orbital energy (eV): 1.2
Molecular weight (g/mol): 70.09

Electronic structure analysis, Löwdin charges in units of e: number 1, H, carries 0.04; number 2, H, carries 0.13; number 3, C, carries -0.06; number 4, C, carries -0.44; number 5, O, carries -0.03; number 6, H, carries 0.13; number 7, H, carries 0.11; number 8, H, carries 0.09; number 9, C, carries -0.11; number 10, H, carries 0.15; number 11, C, carries -0.02

Verdict on stability: entry iii comes out on top.